ORCA calculation (ωB97M-V/def2-TZVPD) on the molecule C6H11NO2 at a distorted geometry.

ORCA input file:
```
! wB97M-V def2-TZVPD RIJCOSX def2/J DEFGRID3
* xyz 0 1
C 1.01 1.26 -0.88
C -1.82 -0.47 0.93
C 0.06 -1.87 -0.28
C -1.76 -0.08 -0.49
C -0.50 -0.52 0.14
N 1.61 0.05 1.22
C 0.50 0.57 0.46
O 0.06 2.22 -1.26
O -2.38 0.18 -1.48
H 0.16 2.42 -2.20
H 1.31 -0.48 2.02
H 2.27 0.78 1.47
H 1.21 0.52 -1.66
H 1.96 1.75 -0.65
H -2.31 -1.40 1.18
H -1.95 0.30 1.67
H -0.01 1.40 0.99
H -0.66 -2.66 -0.08
H 0.98 -2.08 0.25
H 0.27 -1.89 -1.35
*
```

Output
- Kohn-Sham gap: 9.69 eV
- Electronic energy: -11983.4716 eV
- HOMO: -8.824 eV
- SMILES: C[C@]1([C@@H](N)CO)CC1=O

***

ORCA calculation (ωB97M-V/def2-TZVPD) on C31H46BrN3OP2Zn as an isolated structure at a distorted geometry.

ORCA input file:
```
! wB97M-V def2-TZVPD RIJCOSX def2/J DEFGRID3
* xyz 2 1
N -6.59 5.19 -5.23
C -6.41 5.71 -4.02
C -5.60 5.08 -3.06
C -4.92 3.86 -3.37
C -5.19 3.35 -4.68
C -6.00 4.05 -5.59
C -3.95 3.24 -2.51
Zn 0.60 -0.19 0.69
P 5.16 -0.77 0.24
C -3.13 2.29 -3.06
C -2.07 1.64 -2.40
C -0.96 1.33 -3.21
C 0.25 1.02 -2.59
C 0.32 1.13 -1.18
C -0.87 1.42 -0.39
C -2.06 1.63 -1.00
Br 2.06 2.16 -0.66
H -3.82 3.62 -1.48
H -3.16 2.10 -4.13
H -5.48 5.55 -2.10
H -4.74 2.40 -5.05
H -6.93 6.65 -3.82
H -6.16 3.63 -6.61
H -1.01 1.42 -4.30
H -2.99 1.88 -0.46
H 1.15 0.88 -3.15
H -0.72 1.51 0.68
P -0.36 -2.21 0.23
C 5.43 1.03 0.55
C 6.74 1.59 -0.15
H 5.62 1.18 1.65
H 4.48 1.62 0.34
H 6.87 2.68 0.02
H 7.62 1.07 0.26
H 6.74 1.40 -1.24
C 4.69 -1.19 -1.49
C 5.58 -2.36 -2.08
H 4.88 -0.30 -2.14
H 3.60 -1.42 -1.60
H 5.34 -2.53 -3.15
H 6.65 -2.10 -2.01
H 5.42 -3.30 -1.53
C 4.34 -1.73 1.51
C 5.32 -2.06 2.69
H 4.03 -2.69 1.05
H 3.41 -1.26 1.88
H 4.91 -2.81 3.37
H 6.26 -2.48 2.28
H 5.57 -1.17 3.26
C -0.34 -3.50 1.55
C -1.33 -4.66 1.44
H -0.47 -2.97 2.51
H 0.69 -3.90 1.54
H -2.31 -4.40 1.85
H -1.47 -5.01 0.41
H -0.95 -5.51 2.02
C 0.71 -2.90 -1.11
C 0.22 -2.72 -2.56
H 0.83 -3.97 -0.87
H 1.69 -2.41 -0.99
H -0.68 -3.31 -2.76
H 0.03 -1.66 -2.80
H 1.02 -3.08 -3.22
C -2.09 -2.20 -0.38
C -3.17 -1.92 0.68
H -2.27 -3.18 -0.87
H -2.14 -1.44 -1.18
H -4.03 -1.46 0.18
H -3.53 -2.84 1.15
H -2.84 -1.24 1.46
N -2.67 -0.04 6.68
C -2.30 -0.51 5.45
O -2.76 -1.54 4.97
C -1.35 0.37 4.68
C -1.07 1.70 5.04
C -0.20 2.43 4.22
C 0.33 1.86 3.06
N 0.05 0.58 2.71
C -0.75 -0.16 3.51
H -3.23 -0.66 7.25
H -2.10 0.62 7.19
H -1.54 2.15 5.92
H 0.05 3.47 4.44
H 0.98 2.43 2.40
H -0.93 -1.19 3.21
*
```

Output
- Kohn-Sham gap (alpha / beta): 3.88 / 3.88 eV
- Electronic energy: -176432.6654 eV
- HOMO (alpha / beta): -11.179 / -11.179 eV

***

ORCA calculation (ωB97M-V/def2-TZVPD) on C49H52N6O2P2S2Ti as an isolated structure at a distorted geometry.

ORCA input file:
```
! wB97M-V def2-TZVPD RIJCOSX def2/J DEFGRID3
* xyz 0 3
Ti 0.41 -1.32 -0.88
C 6.55 -1.91 2.92
C 5.31 -1.44 2.19
C 4.63 -0.29 2.59
C 3.48 0.25 1.94
C 3.11 1.52 2.43
N 2.44 2.55 1.85
C 2.37 2.73 0.41
C 3.74 2.97 -0.23
C 3.60 3.05 -1.74
N 3.08 1.80 -2.25
C 2.96 1.61 -3.59
C 2.21 0.60 -4.23
C 2.27 0.54 -5.65
C 1.59 -0.39 -6.40
C 1.67 -0.40 -7.91
C 0.82 -1.33 -5.72
C 0.74 -1.31 -4.32
C 0.04 -2.43 -3.72
N -0.15 -2.65 -2.48
C -0.79 -3.93 -2.14
C 0.08 -4.64 -1.09
C 1.54 -4.26 -1.29
N 1.79 -2.90 -0.73
C 2.99 -2.75 -0.29
C 3.56 -1.74 0.54
C 4.80 -2.13 1.12
C 2.86 -0.58 0.91
O 1.67 -0.32 0.43
C 1.40 -0.36 -3.54
O 1.34 -0.37 -2.20
H 7.06 -1.09 3.42
H 7.25 -2.37 2.22
H 6.30 -2.66 3.67
H 5.04 0.28 3.42
H 3.51 1.77 3.41
H 2.40 3.39 2.40
H 1.71 3.57 0.20
H 1.90 1.85 0.00
H 4.41 2.15 0.02
H 4.18 3.90 0.15
H 4.57 3.25 -2.20
H 2.93 3.89 -2.00
H 2.48 1.24 -1.67
H 3.51 2.31 -4.21
H 2.90 1.27 -6.15
H 2.49 0.22 -8.27
H 0.74 -0.01 -8.36
H 1.81 -1.41 -8.29
H 0.29 -2.09 -6.27
H -0.35 -3.16 -4.43
H -0.88 -4.54 -3.04
H -1.78 -3.75 -1.73
H -0.05 -5.72 -1.17
H -0.23 -4.34 -0.09
H 1.79 -4.27 -2.35
H 2.18 -4.97 -0.79
H 3.67 -3.59 -0.47
H 5.29 -3.03 0.76
S -1.72 -0.61 -1.64
P -0.86 1.42 0.16
C -1.36 -0.37 0.11
P -2.71 -1.24 1.00
S -2.72 -3.19 0.65
C -2.75 -1.02 2.81
C -3.96 -1.29 3.46
C -4.02 -1.28 4.85
C -2.87 -1.00 5.59
C -1.67 -0.77 4.95
C -1.61 -0.80 3.56
C -4.31 -0.51 0.52
C -4.84 0.57 1.23
C -6.05 1.13 0.83
C -6.72 0.63 -0.28
C -6.19 -0.44 -0.98
C -4.99 -1.02 -0.58
C -2.00 2.53 -0.79
C -1.49 3.83 -0.90
C -2.20 4.83 -1.54
C -3.44 4.55 -2.10
C -3.94 3.26 -2.03
C -3.23 2.26 -1.38
C -1.21 2.06 1.87
C -2.36 2.78 2.22
C -2.51 3.28 3.51
C -1.52 3.10 4.46
C -0.37 2.39 4.12
C -0.23 1.88 2.84
H -4.84 -1.52 2.89
H -4.95 -1.49 5.35
H -2.92 -0.98 6.67
H -0.77 -0.58 5.52
H -0.67 -0.67 3.05
H -4.31 0.96 2.08
H -6.46 1.97 1.39
H -7.66 1.08 -0.58
H -6.72 -0.84 -1.84
H -4.58 -1.87 -1.11
H -0.52 4.05 -0.46
H -1.78 5.83 -1.61
H -4.00 5.33 -2.61
H -4.90 3.03 -2.48
H -3.63 1.26 -1.36
H -3.13 2.96 1.49
H -3.41 3.83 3.77
H -1.64 3.50 5.46
H 0.41 2.24 4.86
H 0.66 1.31 2.58
N -0.16 -3.25 3.03
N 0.65 -2.63 2.02
H 0.36 -3.94 3.55
H -0.95 -3.68 2.57
H 1.37 -3.26 1.71
H 1.11 -1.84 2.44
*
```

Output
- Kohn-Sham gap (alpha / beta): 5.17 / 7.10 eV
- Electronic energy: -128057.3410 eV
- HOMO (alpha / beta): -5.493 / -7.259 eV